1.
85
Properties=species:S:1:pos:R:3:mulliken_charge:R:1 method="wB97M-V/def2-TZVPD" homo_ev=-5.65 relative_energy_ev=1.158 orbital_gap_ev=4.123
Sr 0.43 -0.79 -2.54 1.656
O 0.31 -5.52 -2.89 -0.492
C 0.53 -4.21 -2.69 0.285
O -0.36 -3.35 -2.76 -0.302
C 1.98 -3.88 -2.34 0.349
C 2.86 -4.97 -2.02 -0.777
C 4.16 -4.60 -1.68 -0.770
C 4.47 -3.25 -1.55 -0.849
C 3.49 -2.26 -1.83 0.909
N 2.28 -2.62 -2.34 0.241
C 3.76 -0.83 -1.83 0.130
O 4.96 -0.42 -2.22 -0.402
O 2.84 0.00 -1.60 -0.289
H -0.65 -5.62 -2.97 0.408
H 2.48 -6.02 -2.06 0.447
H 4.91 -5.34 -1.50 0.466
H 5.46 -2.92 -1.24 0.416
H 5.66 -1.13 -2.14 0.318
C 0.87 3.79 -2.72 -0.902
C -0.47 4.27 -2.89 -0.479
C -1.54 3.42 -2.72 -1.053
C -1.27 2.01 -2.54 0.253
N -0.01 1.61 -2.30 0.565
C 1.05 2.44 -2.45 -0.462
C -2.35 1.01 -2.66 1.113
C -3.65 1.49 -3.06 -0.973
C -4.73 0.63 -2.99 -0.750
C -4.52 -0.74 -2.69 -0.611
C -3.21 -1.24 -2.61 -1.373
C -2.21 -0.34 -2.56 1.143
H 1.74 4.43 -2.92 0.427
H -0.65 5.34 -3.05 0.383
H -2.56 3.78 -2.83 0.394
H 2.05 2.00 -2.28 0.428
H -3.83 2.56 -3.30 0.107
H -5.76 0.94 -3.09 0.392
H -5.33 -1.48 -2.63 0.350
H -3.00 -2.33 -2.57 0.237
C 2.95 2.15 5.51 -1.351
C 2.13 0.98 4.85 -0.372
C 2.55 0.52 3.40 -0.473
C 2.07 1.36 2.23 -1.011
N 0.65 1.43 2.06 0.884
C -0.20 0.37 1.78 -0.986
Se 0.39 -1.19 1.02 -0.285
N -1.49 0.80 2.00 0.869
C -2.71 -0.06 1.96 -1.150
C -3.03 -0.68 3.37 -0.484
C -1.98 -1.66 3.97 0.155
C -2.36 -3.15 3.84 -1.469
C -1.46 2.06 2.53 1.026
C -2.47 2.78 3.18 -0.945
C -2.07 3.94 3.89 -0.792
C -0.71 4.33 3.95 -0.745
C 0.31 3.64 3.27 -0.991
C -0.12 2.50 2.59 0.595
H 2.58 2.41 6.53 0.352
H 3.01 3.06 4.94 0.268
H 3.95 1.78 5.70 0.406
H 1.07 1.28 4.78 0.160
H 2.20 0.12 5.51 0.479
H 2.26 -0.57 3.21 0.159
H 3.59 0.52 3.28 0.638
H 2.53 0.98 1.32 -0.161
H 2.50 2.35 2.34 0.629
H -2.51 -0.87 1.25 0.266
H -3.53 0.56 1.60 0.500
H -3.93 -1.22 3.17 0.562
H -3.26 0.25 3.99 0.260
H -1.76 -1.40 5.00 0.375
H -1.04 -1.49 3.44 -0.198
H -3.29 -3.41 4.36 0.385
H -1.56 -3.81 4.14 0.389
H -2.54 -3.42 2.79 0.288
H -3.46 2.40 3.27 0.464
H -2.83 4.49 4.46 0.377
H -0.42 5.22 4.49 0.406
H 1.36 3.88 3.29 0.490
Cl 1.30 0.10 -7.64 -0.150
C 0.42 -1.36 -6.95 0.503
Cl -1.02 -1.68 -7.96 -0.127
Cl 1.51 -2.78 -7.20 -0.182
C 0.11 -1.15 -5.52 0.298
O -0.89 -1.71 -5.02 -0.486
O 0.96 -0.46 -4.89 -0.758

=====

2.
80
Properties=species:S:1:pos:R:3:mulliken_charge:R:1 method="wB97M-V/def2-TZVPD" homo_ev=-0.97 total_charge=-2 relative_energy_ev=0.000 orbital_gap_ev=4.762
Na -0.96 -0.57 -1.31 0.780
C -2.31 3.45 -0.58 -0.621
C -2.61 2.63 -1.79 -0.274
N -2.02 1.51 -2.12 0.044
C -2.67 1.07 -3.26 0.149
C -3.63 1.97 -3.64 0.358
N -3.57 2.95 -2.69 0.124
C -4.64 2.09 -4.74 0.623
O -4.69 1.12 -5.55 -0.824
O -5.39 3.07 -4.67 -0.769
C -2.37 -0.28 -3.81 0.286
O -2.97 -0.63 -4.92 -0.635
O -1.60 -1.03 -3.22 -0.629
H -1.75 2.83 0.12 -0.484
H -3.24 3.76 -0.09 0.465
H -1.72 4.34 -0.81 0.402
H -4.22 3.72 -2.69 0.244
H -3.65 0.10 -5.24 0.446
C 5.39 -6.47 1.30 -1.360
C 4.63 -5.45 0.49 0.623
C 3.35 -5.72 0.01 -1.137
C 2.62 -4.79 -0.74 1.014
C 1.24 -5.15 -1.20 -1.492
C 3.18 -3.53 -1.05 0.132
Se 2.18 -2.25 -2.05 -0.409
C 4.49 -3.26 -0.58 1.008
C 5.16 -1.94 -0.85 -1.537
C 5.18 -4.22 0.18 -0.883
H 4.81 -7.38 1.43 0.334
H 5.63 -6.09 2.30 0.294
H 6.34 -6.73 0.83 0.300
H 2.89 -6.68 0.24 0.155
H 0.99 -6.17 -0.89 0.345
H 1.15 -5.06 -2.28 0.332
H 0.50 -4.46 -0.79 0.210
H 4.99 -1.63 -1.88 0.336
H 6.24 -2.01 -0.65 0.406
H 4.75 -1.15 -0.22 0.165
H 6.18 -3.98 0.53 0.269
Cl -3.00 -0.10 3.14 -0.242
C -3.77 0.27 1.60 0.645
C -4.63 1.36 1.57 -0.501
C -5.34 1.68 0.41 -0.961
C -5.18 0.83 -0.69 -0.137
C -4.32 -0.25 -0.66 -0.718
C -3.51 -0.58 0.48 0.897
C -2.53 -1.59 0.45 -2.267
H -4.75 1.95 2.47 0.378
H -6.01 2.53 0.39 0.403
H -5.74 1.02 -1.60 0.404
H -4.23 -0.88 -1.53 0.445
H -2.57 -2.31 -0.37 0.461
H -2.08 -1.93 1.37 0.373
C 1.92 -0.11 0.94 -1.671
P 0.51 1.06 0.80 1.322
C 1.44 2.61 0.45 0.180
C 1.32 3.12 -0.84 -0.458
C 2.03 4.26 -1.23 -0.597
C 2.86 4.90 -0.32 -0.380
C 2.98 4.40 0.97 -0.672
C 2.28 3.26 1.35 -0.379
C 0.09 1.31 2.57 0.213
C 0.38 0.36 3.55 -0.481
C -0.02 0.55 4.87 -0.596
C -0.71 1.70 5.23 -0.430
C -1.01 2.65 4.26 -0.647
C -0.62 2.45 2.95 -0.235
H 1.57 -1.13 1.13 0.545
H 2.62 0.20 1.72 0.468
H 2.43 -0.16 -0.02 0.348
H 0.66 2.63 -1.55 0.365
H 1.93 4.64 -2.24 0.406
H 3.41 5.78 -0.62 0.353
H 3.63 4.89 1.68 0.380
H 2.38 2.88 2.36 0.360
H 0.91 -0.55 3.28 0.318
H 0.21 -0.21 5.61 0.350
H -1.03 1.84 6.26 0.324
H -1.57 3.54 4.53 0.376
H -0.87 3.19 2.20 0.267

=====

3.
92
Properties=species:S:1:pos:R:3:mulliken_charge:R:1 method="wB97M-V/def2-TZVPD" homo_ev="-8.41 / -8.71" relative_energy_ev=0.100 orbital_gap_ev="8.045 / 8.312" spin_multiplicity=5
Cr 1.31 0.12 0.68 0.489
C -3.66 0.18 -0.61 -1.083
C -3.73 -1.10 0.22 -0.907
S -2.14 -1.93 0.39 0.148
C -2.04 -2.18 2.17 -0.145
C -2.03 -0.96 3.08 -1.356
S -0.81 0.30 2.69 0.342
C -1.80 1.80 2.57 -0.212
C -2.92 1.82 1.53 -1.304
S -2.41 1.41 -0.16 0.270
H -3.43 -0.06 -1.65 0.399
H -4.64 0.66 -0.62 0.441
H -4.12 -0.89 1.21 0.330
H -4.44 -1.77 -0.25 0.550
H -2.85 -2.84 2.50 0.749
H -1.12 -2.74 2.31 -0.460
H -3.01 -0.47 3.10 0.490
H -1.84 -1.31 4.09 0.626
H -2.23 2.02 3.55 0.656
H -1.08 2.59 2.37 -0.502
H -3.72 1.14 1.83 0.578
H -3.36 2.82 1.54 0.674
O 3.79 -0.55 0.61 -0.233
N 3.80 -0.20 1.78 -0.115
O 2.68 0.32 2.17 -0.242
F 1.80 5.12 6.52 -0.276
C 2.05 5.84 5.42 0.808
F 3.30 6.32 5.54 -0.255
F 1.22 6.90 5.45 -0.267
C 1.88 5.04 4.16 0.341
C 1.78 3.66 4.20 -1.205
C 1.65 2.94 3.02 -0.374
C 1.63 3.60 1.79 0.330
C 1.74 4.99 1.77 0.132
C 1.86 5.71 2.94 -1.401
P 1.40 2.63 0.27 1.954
C 0.02 3.47 -0.57 0.336
C -0.86 4.32 0.09 -0.311
C -1.95 4.86 -0.58 -0.922
C -2.17 4.53 -1.90 0.337
C -1.31 3.67 -2.57 -1.068
C -0.21 3.15 -1.90 -0.886
C -3.34 5.14 -2.63 0.778
F -3.71 4.40 -3.69 -0.276
F -3.06 6.37 -3.09 -0.268
F -4.42 5.26 -1.84 -0.266
C 2.79 2.97 -0.87 0.235
C 3.51 1.89 -1.38 0.096
C 4.53 2.09 -2.29 -1.373
C 4.84 3.38 -2.71 0.451
C 4.13 4.46 -2.22 -1.093
C 3.10 4.25 -1.31 -0.181
C 5.96 3.56 -3.70 0.800
F 7.13 3.11 -3.20 -0.254
F 6.14 4.84 -4.04 -0.288
F 5.73 2.88 -4.83 -0.258
H 1.79 3.14 5.15 0.528
H 1.61 1.86 3.08 0.486
H 1.68 5.53 0.84 0.324
H 1.94 6.79 2.91 0.433
H -0.70 4.58 1.13 0.247
H -2.63 5.52 -0.06 0.484
H -1.49 3.42 -3.60 0.460
H 0.46 2.48 -2.43 0.470
H 3.29 0.88 -1.06 0.108
H 5.09 1.24 -2.68 0.433
H 4.36 5.46 -2.56 0.513
H 2.53 5.11 -0.98 0.177
C -0.11 -5.70 2.12 -1.198
C 1.37 -5.59 1.76 -1.445
C 1.77 -4.37 0.93 2.514
C 3.32 -4.39 0.77 -1.061
C 3.92 -3.62 -0.40 -1.071
C 1.18 -4.48 -0.47 -0.372
O 1.05 -5.53 -1.05 -0.653
N 0.87 -3.29 -1.09 0.265
C 0.94 -2.07 -0.48 -0.149
O 0.79 -1.02 -1.14 -0.766
N 1.16 -1.94 0.84 1.494
C 1.42 -3.04 1.63 -0.954
O 1.46 -2.96 2.84 -0.685
H -0.30 -6.66 2.61 0.452
H -0.75 -5.66 1.23 0.293
H -0.40 -4.92 2.81 0.227
H 1.67 -6.46 1.18 0.493
H 1.97 -5.57 2.67 0.420
H 3.60 -5.44 0.69 0.470
H 3.73 -4.02 1.71 0.405
H 3.56 -4.00 -1.36 0.306
H 5.00 -3.74 -0.40 0.514
H 3.71 -2.55 -0.34 -0.025
H 0.58 -3.32 -2.06 0.306

=====

4.
79
Properties=species:S:1:pos:R:3:mulliken_charge:R:1 method="wB97M-V/def2-TZVPD" homo_ev="-10.77 / -11.14" total_charge=+1 relative_energy_ev=0.524 orbital_gap_ev="7.441 / 6.621" spin_multiplicity=2
Ir -0.74 0.07 -0.23 2.257
O 1.47 0.55 0.06 -0.866
S 2.85 0.42 -0.54 -0.062
C 3.51 2.12 -0.63 -0.993
C 2.50 3.15 -1.11 -0.460
C 1.72 3.81 0.02 -0.270
C 0.57 4.67 -0.50 -1.028
S -0.95 3.66 -0.76 0.080
O -0.41 2.24 -0.82 -0.843
C -1.63 3.85 0.88 0.960
C -2.56 4.86 1.07 -0.547
C -3.07 5.07 2.35 -0.615
C -2.64 4.27 3.40 -0.646
C -1.71 3.26 3.18 -1.062
C -1.20 3.04 1.91 0.092
C 2.68 0.14 -2.30 1.047
C 3.75 -0.46 -2.94 -0.718
C 3.67 -0.71 -4.30 -0.665
C 2.52 -0.38 -5.00 -0.679
C 1.44 0.21 -4.34 -1.176
C 1.52 0.47 -2.98 -0.222
H 4.36 2.02 -1.30 0.575
H 3.89 2.34 0.37 0.507
H 1.80 2.67 -1.80 -0.006
H 3.02 3.92 -1.69 0.542
H 2.39 4.44 0.61 0.616
H 1.32 3.05 0.69 -0.175
H 0.80 5.14 -1.45 0.538
H 0.28 5.45 0.21 0.528
H -2.90 5.47 0.24 0.448
H -3.79 5.85 2.52 0.425
H -3.04 4.43 4.39 0.423
H -1.38 2.64 4.01 0.499
H -0.48 2.25 1.73 0.119
H 4.64 -0.73 -2.39 0.505
H 4.50 -1.18 -4.81 0.446
H 2.45 -0.58 -6.06 0.422
H 0.55 0.47 -4.89 0.534
H 0.69 0.93 -2.47 0.501
Se -1.90 -0.65 1.60 0.108
C -0.75 -0.42 3.10 0.588
C 0.64 -0.36 3.03 0.177
C 1.37 -0.17 4.20 -0.695
C 0.72 -0.07 5.42 -0.530
C -0.67 -0.16 5.49 -0.595
C -1.41 -0.34 4.33 -0.961
H 1.14 -0.46 2.08 0.198
H 2.45 -0.12 4.16 0.452
H 1.29 0.08 6.33 0.415
H -1.17 -0.09 6.44 0.433
H -2.49 -0.40 4.37 0.382
F -3.11 1.47 -0.59 -0.319
C -2.58 0.27 -1.01 -0.152
F -3.54 -0.66 -0.71 -0.222
H -2.51 0.30 -2.10 0.547
C -3.67 -3.98 -3.57 -0.559
C -2.62 -3.31 -4.18 -0.597
C -1.63 -2.73 -3.40 -0.212
C -1.67 -2.82 -2.00 0.481
C -2.74 -3.49 -1.41 -0.196
C -3.73 -4.07 -2.18 -0.686
Si -0.27 -2.10 -1.02 0.307
C 0.37 -3.27 0.31 0.687
C -0.35 -3.72 1.42 0.046
C 0.15 -4.69 2.27 -0.901
C 1.41 -5.23 2.04 -0.513
C 2.16 -4.79 0.96 -0.693
C 1.64 -3.82 0.11 -0.364
H -4.45 -4.42 -4.17 0.388
H -2.57 -3.25 -5.26 0.418
H -0.80 -2.22 -3.88 0.294
H -2.81 -3.57 -0.33 0.269
H -4.55 -4.60 -1.71 0.417
H 0.88 -1.99 -1.95 -0.345
H -1.34 -3.32 1.63 0.318
H -0.44 -5.03 3.11 0.437
H 1.80 -6.00 2.69 0.396
H 3.14 -5.20 0.77 0.419
H 2.24 -3.50 -0.74 0.332

=====

5.
82
Properties=species:S:1:pos:R:3:mulliken_charge:R:1 method="wB97M-V/def2-TZVPD" homo_ev="-10.70 / -10.70" total_charge=+1 relative_energy_ev=0.990 orbital_gap_ev="7.651 / 7.322" spin_multiplicity=2
Yb 1.09 0.03 -1.61 0.640
C 3.58 1.19 0.71 -0.343
C 3.34 2.46 0.19 0.040
C 3.94 2.84 -1.01 -0.584
C 4.75 1.95 -1.70 -0.495
C 4.97 0.68 -1.19 -0.477
C 4.39 0.30 0.02 -0.482
H 3.17 0.90 1.67 0.311
H 2.73 3.16 0.73 0.385
H 3.76 3.83 -1.41 0.448
H 5.20 2.25 -2.63 0.424
H 5.59 -0.02 -1.73 0.384
H 4.57 -0.69 0.42 0.481
N 6.15 -8.68 -2.75 -0.467
C 5.60 -7.69 -2.52 -0.033
C 4.92 -6.46 -2.24 0.607
C 3.65 -6.49 -1.66 -0.588
C 2.99 -5.30 -1.39 -0.604
C 3.60 -4.08 -1.68 0.230
C 4.87 -4.07 -2.26 -0.437
C 5.53 -5.25 -2.54 -0.649
C 2.94 -2.84 -1.41 0.731
C 2.42 -1.76 -1.19 -0.908
H 3.19 -7.44 -1.43 0.448
H 2.01 -5.32 -0.94 0.455
H 5.34 -3.12 -2.49 0.460
H 6.51 -5.24 -2.98 0.451
F 0.32 -0.01 -3.71 -0.397
P -1.06 -1.04 -3.59 1.418
F -2.29 -1.94 -3.23 -0.334
F -0.01 -2.14 -3.11 -0.339
F -0.99 -0.51 -1.89 -0.211
F -0.96 -1.42 -5.09 -0.286
F -1.96 0.24 -3.84 -0.353
C -0.14 3.92 -2.09 -1.608
C 0.35 2.59 -1.61 0.982
O 1.29 2.05 -2.28 -0.390
N -0.10 1.88 -0.57 0.156
Te -1.87 2.43 0.20 0.716
C -1.67 2.52 2.29 0.388
C -2.91 2.55 2.94 0.877
C -4.25 2.51 2.25 -1.900
C -2.91 2.60 4.33 -0.943
C -1.73 2.64 5.07 0.425
C -1.75 2.68 6.56 -1.572
C -0.53 2.64 4.37 -0.879
C -0.47 2.59 2.99 0.880
C 0.88 2.66 2.33 -0.901
C -2.78 0.57 0.03 1.341
C -3.87 0.47 -0.83 0.178
C -4.47 1.59 -1.62 -2.055
C -4.45 -0.79 -0.99 -0.782
C -3.98 -1.91 -0.34 0.657
C -4.58 -3.26 -0.56 -1.732
C -2.88 -1.76 0.51 -0.660
C -2.26 -0.54 0.71 0.605
C -1.05 -0.49 1.61 -1.574
H 0.56 4.29 -2.83 0.446
H -0.22 4.64 -1.27 0.361
H -1.12 3.82 -2.56 0.335
H -4.28 3.09 1.31 0.310
H -5.00 2.96 2.89 0.551
H -4.55 1.49 2.01 0.312
H -3.86 2.62 4.85 0.409
H -2.77 2.68 6.95 0.369
H -1.25 3.58 6.93 0.370
H -1.23 1.82 6.98 0.350
H 0.40 2.69 4.93 0.512
H 1.64 2.25 2.99 0.441
H 1.15 3.69 2.11 0.452
H 0.92 2.10 1.39 -0.397
H -4.04 2.58 -1.43 0.400
H -5.54 1.67 -1.42 0.430
H -4.36 1.39 -2.69 0.389
H -5.30 -0.89 -1.66 0.412
H -5.52 -3.19 -1.11 0.416
H -4.76 -3.77 0.38 0.402
H -3.90 -3.88 -1.15 0.336
H -2.48 -2.64 1.02 0.502
H -0.64 -1.49 1.73 0.476
H -1.30 -0.10 2.60 0.331
H -0.26 0.16 1.21 -0.049

=====

6.
78
Properties=species:S:1:pos:R:3:mulliken_charge:R:1 method="wB97M-V/def2-TZVPD" homo_ev=-8.95 orbital_gap_ev=7.811
C 4.96 -1.82 3.06 -0.498
C 5.40 -1.32 2.05 -0.008
C 5.56 -0.45 0.80 -0.693
C 4.22 -0.28 0.00 -0.178
C 3.01 0.14 0.88 -0.871
C 1.62 -0.02 0.22 0.564
C 0.82 1.12 0.18 -1.289
C -0.53 1.13 -0.37 0.567
N -1.41 2.16 -0.44 -0.683
S -2.75 1.51 -1.12 0.206
N -2.36 -0.05 -1.40 -0.663
C -1.10 -0.12 -0.92 0.941
C -0.25 -1.31 -0.87 0.282
O -0.81 -2.47 -1.40 -0.595
C 1.04 -1.29 -0.33 0.329
P 1.97 -2.86 -0.29 0.327
O 3.00 -2.86 0.98 -0.362
O 0.89 -4.09 -0.03 -0.289
S 2.88 -3.25 -1.96 -0.400
H 4.46 -2.26 3.92 0.376
H 6.35 -0.94 0.19 0.381
H 5.97 0.52 1.15 0.316
H 4.05 -1.18 -0.62 -0.182
H 4.41 0.55 -0.72 0.438
H 3.13 1.23 1.09 0.446
H 2.97 -0.35 1.88 0.244
H 1.18 2.08 0.59 0.312
H -1.19 -2.93 -0.64 0.326
H 3.31 -3.78 1.08 0.300
H 0.93 -4.62 -0.85 0.299
C -2.80 4.45 -3.35 -0.244
C -3.13 3.45 -4.24 -0.158
C -3.92 3.74 -5.35 -0.635
C -4.37 5.04 -5.57 -0.336
C -4.03 6.04 -4.67 -0.372
C -3.25 5.75 -3.56 -0.614
H -2.19 4.23 -2.48 0.364
H -2.78 2.44 -4.08 0.427
H -4.18 2.95 -6.05 0.393
H -4.97 5.26 -6.43 0.387
H -4.38 7.05 -4.84 0.415
H -2.99 6.54 -2.86 0.385
C -10.06 4.85 -5.41 -0.410
C -9.27 5.55 -4.51 -0.372
C -7.98 5.11 -4.23 -0.491
C -7.48 3.98 -4.86 -0.242
C -8.27 3.28 -5.77 -0.505
C -9.57 3.71 -6.04 -0.329
H -11.07 5.19 -5.62 0.354
H -9.66 6.43 -4.02 0.359
H -7.36 5.65 -3.53 0.384
H -6.48 3.64 -4.65 0.523
H -7.88 2.40 -6.26 0.358
H -10.18 3.17 -6.74 0.362
C -1.84 -7.62 3.50 -0.333
C -0.86 -8.59 3.67 -0.458
C 0.34 -8.50 2.97 -0.343
C 0.56 -7.43 2.11 -0.517
C -0.42 -6.46 1.94 0.052
C -1.62 -6.56 2.63 -0.536
H -2.77 -7.69 4.04 0.363
H -1.02 -9.41 4.35 0.352
H 1.10 -9.25 3.10 0.358
H 1.50 -7.36 1.57 0.359
H -0.24 -5.63 1.27 0.401
H -2.38 -5.80 2.49 0.349
C 6.56 1.07 6.08 -0.486
C 7.37 1.79 6.96 -0.349
C 8.67 1.38 7.19 -0.439
C 9.18 0.26 6.54 -0.353
C 8.38 -0.45 5.66 -0.519
C 7.07 -0.04 5.43 0.281
H 5.54 1.39 5.90 0.365
H 6.97 2.66 7.47 0.358
H 9.30 1.93 7.89 0.353
H 10.20 -0.05 6.72 0.358
H 8.77 -1.32 5.14 0.371
H 6.44 -0.60 4.75 0.067

=====

no.,E_tot (eV)
1,-158859.356
2,-139612.754
3,-146247.927
4,-144119.871
5,-106307.600
6,-76943.729